1.
C3H10N5 | ωB97M-V/def2-TZVPD

Lowest unoccupied orbital energy = -0.1321 hartree
Multiplicity = 1
Relative energy (zero: lowest compared OMol25 entry of this formula, charge and spin) = 266.2 kJ/mol
Frontier orbital gap = 0.32925 hartree
Net charge = +1
Structure (SMILES) = CN(N)/C(N)=C\N=[NH2+]

XYZ file:
```
18
Properties=species:S:1:pos:R:3:forces:R:3:mulliken_charge:R:1
C 1.266856 0.811154 -0.295352 -0.0770 -1.0243 0.2115 -0.305
H -1.904472 1.715095 0.127898 -0.3903 0.1865 0.0720 0.204
N -0.007858 -1.701731 0.082042 -0.9135 -1.6145 0.2903 -0.767
N 3.178462 -0.348399 0.046088 -0.8204 4.0051 -0.9549 -0.566
H -2.103685 0.189704 1.406596 -0.2701 1.7854 0.9550 0.543
H -2.247097 -1.403074 1.178270 0.2648 -0.6460 -0.2099 0.322
H 3.468493 -1.215172 0.253281 1.6542 -3.4937 0.7968 0.222
C -0.134056 0.640023 -0.102843 -0.6570 1.3868 -0.4375 0.713
H 0.805775 -1.784722 -0.518774 -0.6506 -0.1516 0.6612 0.338
H -2.795573 -0.454177 -0.118247 -0.4396 0.4875 -0.7553 0.328
H -0.417859 2.643840 -0.066512 -1.0320 -0.9054 -0.0727 0.212
N -0.659946 -0.522867 0.114402 -1.7206 0.6286 0.5283 0.486
N 1.910195 -0.299781 -0.249483 1.2552 0.5389 -0.0126 -0.032
H 3.638575 0.465442 0.456343 -0.0240 -0.4063 -0.1849 0.236
N -0.928403 1.744079 -0.047916 2.1496 0.8957 -0.3454 -0.427
H -0.341266 -2.332118 0.806213 0.5802 -0.0085 -0.6332 0.223
C -2.038098 -0.495114 0.628117 0.6461 -2.5168 -0.0523 -1.150
H 1.704055 1.774304 -0.204939 0.4450 0.8524 0.1435 0.419
```
Forces are in eV/Å.

2.
C3H10N9 | ωB97M-V/def2-TZVPD

Lowest unoccupied orbital energy (alpha / beta) = -0.1910 / -0.1910 hartree
Multiplicity = 1
Relative energy (zero: lowest compared OMol25 entry of this formula, charge and spin) = 397.5 kJ/mol
Frontier orbital gap (alpha / beta) = 0.18184 / 0.18775 hartree
Net charge = +1

XYZ file:
```
22
Properties=species:S:1:pos:R:3:forces:R:3:mulliken_charge:R:1
H 2.767185 1.532784 1.957175 0.4177 -0.0560 0.8647 0.361
H 0.243909 1.847277 2.284212 -1.2101 0.5437 2.0040 0.189
N -2.072078 -1.298642 -2.926686 -0.4430 -1.1624 0.4558 -0.736
H -3.157767 -4.609377 -0.961848 -0.9824 -1.8675 -0.8376 0.328
H -1.124160 -0.201327 -1.397196 -1.7776 -1.9060 -0.3644 0.570
C 2.083709 1.885990 1.223729 -1.3067 3.5227 -0.4450 -0.409
N 0.694426 1.498065 1.507620 1.2186 -2.6101 -4.9941 -0.097
H -2.070968 -2.096765 1.263387 0.1768 0.6707 -1.8744 0.244
C 1.636995 0.708098 -0.905002 0.3998 -2.4922 -1.6518 -0.149
N 0.367082 0.347970 -0.651737 1.4781 1.9312 1.0177 -0.365
N -2.058565 -1.852792 -0.728758 0.1259 -0.8825 3.3426 1.013
N -2.610227 -3.996755 -0.431889 1.1648 1.7986 2.0357 -0.618
H -1.859746 -0.517260 -3.500004 0.4412 1.1063 -0.2989 0.217
N -1.840694 -0.994619 -1.680334 1.6392 2.6665 -1.9359 0.181
N -2.631880 -2.999106 -1.146314 -0.7580 0.1472 -1.8142 -0.189
H 2.110689 0.263820 -1.881628 -0.8371 1.2321 1.9392 0.375
N -1.882170 -1.368770 0.513120 0.0381 -1.0424 0.9999 -0.789
N 2.438460 1.253051 -0.021716 2.0608 -0.3896 -0.7967 -0.106
C 0.015743 0.730931 0.583216 0.3394 1.7635 2.1222 -0.139
H -0.938686 0.405656 0.910448 -1.0300 -0.3435 0.1838 0.504
H 2.138568 3.135626 1.147784 0.0712 -3.3643 0.1370 0.299
H 3.454635 1.041450 -0.144793 -1.2268 0.7339 -0.0897 0.315
```
Forces are in eV/Å.

| no. | E (a.u.) |
| --- | --- |
| 1 | -393.7566 |
| 2 | -612.5897 |